Molecular formula: CH4IOPS
Method: DFT, ωB97M-V/def2-TZVPD

SMILES ... CP(I)SO
HOMO energy ... -8.71 eV
Relative energy (zero: lowest compared OMol25 entry of this formula, charge and spin) ... 1.797 eV
Largest force on an atom ... 2.4 eV/A
Gap between HOMO and LUMO ... 0.3143 Ha
E_LUMO ... -0.2 eV

Positions of all 9 atoms, in Å:
I1 -3.5963 -0.2998 -0.0212
S1 -1.2421 1.9755 -0.4684
P1 -1.4390 0.3508 0.8656
O1 0.2281 2.5478 0.0553
C1 -0.2565 -1.0025 -0.0952
H1 0.7368 -0.5650 -0.1004
H2 0.1229 3.3521 0.5742
H3 -0.2775 -1.9158 0.4941
H4 -0.6414 -1.1500 -1.0988

Atomic partial charges in e from the Mulliken method, atoms 1 to 8:
1 I -0.0413
2 S 0.0442
3 P 0.1128
4 O -0.4710
5 C -0.9533
6 H 0.3010
7 H 0.3341
8 H 0.3303

---

Molecular formula: CH4IOPS
Method: DFT, ωB97M-V/def2-TZVPD

HOMO energy ... -8.65 eV
Relative energy (zero: lowest compared OMol25 entry of this formula, charge and spin) ... 2.113 eV
Largest force on an atom ... 1.7 eV/A
Gap between HOMO and LUMO ... 0.1993 Ha
E_LUMO ... -3.2 eV

Positions of all 9 atoms, in Å:
I1 -2.6172 0.1608 -3.4755
S1 -2.4085 0.7927 1.4070
P1 -1.1654 0.5846 -0.0890
O1 -0.2386 1.8965 -0.2839
C1 0.1310 -0.7151 0.0329
H1 -0.7047 2.7342 -0.1966
H2 0.4095 -0.8237 1.0848
H3 0.9856 -0.4024 -0.5602
H4 -0.2630 -1.6575 -0.3415

Atomic partial charges in e from the Mulliken method, atoms 1 to 8:
1 I -0.2980
2 S -0.2803
3 P 0.5064
4 O -0.4309
5 C -0.7536
6 H 0.3370
7 H 0.3284
8 H 0.2789

---

Molecular formula: CH4KO
Method: DFT, ωB97M-V/def2-TZVPD

Charge ... +1
HOMO energy ... -16.33 eV
Relative energy (zero: lowest compared OMol25 entry of this formula, charge and spin) ... 3.613 eV
Largest force on an atom ... 12.7 eV/A
Gap between HOMO and LUMO ... 0.4582 Ha
E_LUMO ... -3.9 eV

Positions of all 7 atoms, in Å:
K1 -10.0793 6.5700 29.4718
O1 -9.1660 5.6930 28.1318
C1 -10.4263 5.1543 27.7788
H1 -11.3025 5.2222 28.4235
H2 -10.1050 4.1183 27.6709
H3 -10.6205 5.5380 26.7772
H4 -8.5984 5.6731 27.3578

Now the Mulliken charges, all in e:
1 K 0.9610
2 O -0.5664
3 C -0.7457
4 H 0.4419
5 H 0.2957
6 H 0.2883
7 H 0.3252

---

Molecular formula: CH4N2
Method: DFT, ωB97M-V/def2-TZVPD

SMILES ... N#N.C
HOMO energy ... -13.11 eV
Relative energy (zero: lowest compared OMol25 entry of this formula, charge and spin) ... 0.095 eV
Largest force on an atom ... 2.0 eV/A
Gap between HOMO and LUMO ... 0.5336 Ha
E_LUMO ... 1.4 eV

Positions of all 7 atoms, in Å:
N1 -0.0488 1.6068 1.7129
N2 0.5299 2.0987 0.9369
C1 -0.1101 -0.7351 -0.5219
H1 -0.5332 -0.1258 -1.2969
H2 -0.6812 -0.5972 0.3704
H3 -0.1499 -1.7302 -0.8685
H4 0.9934 -0.5172 -0.3329

Now the Mulliken charges, all in e:
1 N -0.0090
2 N 0.0076
3 C -1.0550
4 H 0.2771
5 H 0.2575
6 H 0.2979
7 H 0.2238

---

Molecular formula: CH4N2O
Method: DFT, ωB97M-V/def2-TZVPD

SMILES ... [H]/N=C\NO
HOMO energy ... -9.44 eV
Relative energy (zero: lowest compared OMol25 entry of this formula, charge and spin) ... 3.379 eV
Largest force on an atom ... 3.4 eV/A
Gap between HOMO and LUMO ... 0.3784 Ha
E_LUMO ... 0.9 eV

Positions of all 8 atoms, in Å:
O1 1.2454 -0.7042 -0.0619
N1 -1.4964 -0.7126 -0.0079
N2 0.6049 0.5192 0.0112
C1 -0.8250 0.3992 0.0270
H1 -1.4173 1.3194 0.2479
H2 1.8558 -0.6477 0.6743
H3 -0.8567 -1.5189 -0.2970
H4 0.8893 1.3456 -0.5936

Now the Mulliken charges, all in e:
1 O -0.4205
2 N -0.5781
3 N -0.1863
4 C -0.0209
5 H 0.3169
6 H 0.3524
7 H 0.2810
8 H 0.2556

---

Molecular formula: CH4N2O
Method: DFT, ωB97M-V/def2-TZVPD

HOMO energy ... -8.60 eV
Relative energy (zero: lowest compared OMol25 entry of this formula, charge and spin) ... 4.828 eV
Largest force on an atom ... 2.2 eV/A
Gap between HOMO and LUMO ... 0.3352 Ha
E_LUMO ... 0.5 eV

Positions of all 8 atoms, in Å:
O1 -2.0978 -0.0728 -0.5454
N1 2.4011 -0.8403 -0.1747
N2 1.8404 0.0162 0.4626
C1 -1.2212 -0.3294 0.2382
H1 -0.1351 -0.0845 0.2135
H2 -1.3621 -0.9223 1.2552
H3 3.2287 -1.4549 0.1643
H4 2.0493 -1.1123 -1.1415

Now the Mulliken charges, all in e:
1 O -0.4256
2 N 0.0575
3 N -0.5479
4 C 0.0803
5 H 0.1972
6 H 0.1603
7 H 0.2435
8 H 0.2348

---

The lowest relative energy (zero: lowest compared OMol25 entry of this formula, charge and spin) belongs to which entry?
CH4N2